(1)
A single C7H11NO molecule. Source: the Open Molecules 2025 dataset; level of theory: ωB97M-V with the def2-TZVPD basis set.

Summary:
SMILES   C=C[C@@]1(C)CC(=O)N1C
Energy relative to the best compared isomer or geometry (same formula, charge and spin)   273.62 kJ/mol
Gap between HOMO and LUMO   10.03 eV
LUMO   0.78 eV

Each line ends with the natural charge from an NBO analysis.
Atoms and positions in Å:
1 C 2.461 -0.917 0.629  -0.429
2 C 1.176 -0.865 0.790  -0.164
3 C -0.005 -0.221 -0.385  0.141
4 C 0.802 0.588 -1.328  -0.651
5 C -0.951 -1.189 -0.945  -0.519
6 C -2.071 -0.335 -0.258  0.694
7 O -3.282 -0.382 -0.146  -0.598
8 N -1.123 0.421 0.367  -0.440
9 C -1.270 1.560 1.186  -0.418
10 H 3.011 -1.323 1.479  0.213
11 H 2.915 -0.644 -0.268  0.200
12 H 0.653 -0.961 1.725  0.192
13 H 0.245 1.204 -1.976  0.223
14 H 1.326 -0.051 -2.039  0.223
15 H 1.672 1.122 -0.779  0.224
16 H -0.876 -2.258 -0.440  0.246
17 H -0.935 -1.185 -2.084  0.231
18 H -1.460 1.283 2.236  0.201
19 H -0.317 1.913 1.398  0.215
20 H -1.970 2.241 0.839  0.217

---

(2)
A single C7H11NO2S2 molecule. Source: the Open Molecules 2025 dataset; level of theory: ωB97M-V with the def2-TZVPD basis set.

Summary:
SMILES   CO[C@H]1C(=O)N2CCS[C@@]12SC
Energy relative to the best compared isomer or geometry (same formula, charge and spin)   331.85 kJ/mol
Gap between HOMO and LUMO   9.22 eV
LUMO   0.64 eV

Each line ends with the natural charge from an NBO analysis.
Atoms and positions in Å:
1 C 1.303 1.773 -2.115  -0.248
2 O 1.045 0.655 -1.299  -0.503
3 C 0.155 1.103 -0.289  -0.006
4 C -1.328 1.120 -0.639  0.656
5 O -1.939 1.839 -1.398  -0.573
6 N -1.636 0.275 0.334  -0.440
7 C -2.556 -0.855 0.560  -0.239
8 C -1.852 -2.034 -0.252  -0.548
9 S -0.109 -1.833 0.231  0.206
10 C -0.257 -0.072 0.715  -0.155
11 S 0.204 0.164 2.402  0.229
12 C 1.974 -0.253 2.443  -0.722
13 H 2.301 1.503 -2.459  0.192
14 H 1.246 2.681 -1.645  0.168
15 H 0.579 1.882 -2.828  0.183
16 H 0.462 1.933 0.263  0.194
17 H -3.595 -0.791 0.108  0.243
18 H -2.584 -1.107 1.738  0.238
19 H -2.281 -3.027 -0.059  0.236
20 H -2.015 -2.100 -1.292  0.218
21 H 2.220 -0.200 3.401  0.223
22 H 2.491 0.357 1.698  0.221
23 H 2.276 -1.211 1.989  0.226